1.
64
Properties=species:S:1:pos:R:3:forces:R:3:mulliken_charge:R:1 method="wB97M-V/def2-TZVPD" homo_energy_ev=-7.79 orbital_gap_ev=1.3707 charge=+1
C 0.560 -4.480 2.574 -0.29 -0.29 0.02 -0.7344
O 0.464 -3.290 3.336 -0.38 0.10 -0.27 -0.4298
C 0.946 -2.147 2.656 0.57 0.02 0.54 0.1031
C 0.534 -0.927 3.448 0.25 -0.11 0.37 -0.7277
C 1.235 0.385 3.087 -0.60 -0.03 0.26 -0.7968
C 0.647 1.166 1.887 0.39 0.05 -0.29 -1.2498
C -0.099 0.339 0.892 0.11 0.01 -0.22 1.1308
C 0.325 -0.064 -0.322 -0.01 0.02 0.46 0.9432
C 1.679 0.294 -0.913 -0.48 -0.24 -0.92 -1.6026
I 3.305 -0.519 0.234 -0.48 -0.07 1.20 0.2055
C 1.797 -0.056 -2.442 1.10 0.76 0.63 0.0050
C 1.346 1.113 -3.318 -0.63 -0.58 0.02 0.8445
I 3.891 -0.518 -2.911 -0.10 -0.02 -1.24 0.0167
C -0.661 -0.879 -1.107 -0.06 -0.18 -0.78 -0.3504
O -0.783 -0.784 -2.313 0.13 0.09 0.29 -0.5982
C -1.545 -1.783 -0.349 0.11 0.24 0.64 -0.6063
C -1.975 -1.353 0.836 -0.26 -0.53 -0.41 0.8172
C -2.911 -2.151 1.681 0.38 0.13 0.42 -1.2628
O -3.566 -3.161 0.931 -0.13 0.27 -0.02 -0.3194
C -4.732 -2.805 0.354 0.16 -0.54 -0.48 0.8470
F -4.801 -3.342 -0.864 0.03 -0.08 0.01 -0.2613
F -4.880 -1.482 0.213 -0.13 0.10 0.22 -0.2572
F -5.771 -3.283 1.050 -0.15 0.27 0.18 -0.2797
C -1.494 -0.040 1.310 0.01 0.35 0.05 0.1115
O -2.172 0.707 1.985 0.12 -0.33 0.04 -0.6536
H -0.428 -4.932 2.515 -0.13 -0.08 -0.05 0.2233
H 1.226 -5.203 3.041 0.18 0.06 0.15 0.3143
H 0.908 -4.306 1.558 0.07 0.15 -0.10 0.3187
H 0.625 -2.121 1.615 -0.09 -0.11 -0.12 -0.1637
H 2.039 -2.183 2.692 0.15 0.03 -0.38 0.5827
H -0.549 -0.823 3.484 -0.13 0.07 -0.07 0.0080
H 0.838 -1.167 4.467 -0.09 0.01 0.19 0.5160
H 2.302 0.210 3.001 0.10 -0.05 -0.28 0.3163
H 1.114 1.024 3.958 0.08 0.20 0.07 0.3914
H 1.427 1.707 1.355 0.18 0.13 0.14 0.2697
H -0.037 1.906 2.287 -0.25 0.13 -0.07 0.4777
H 1.793 1.369 -0.838 0.31 0.14 0.20 0.4674
H 1.285 -0.959 -2.707 0.08 -0.31 0.00 0.6620
H 2.075 1.431 -4.076 -0.94 -0.13 0.91 -1.0847
H 0.470 0.786 -3.870 -0.15 0.08 -0.13 0.2492
H 1.062 1.985 -2.735 0.15 0.06 -0.01 0.0172
H -1.846 -2.731 -0.769 -0.12 0.05 -0.38 0.7839
H -2.320 -2.662 2.436 0.03 -0.26 0.00 0.5373
H -3.599 -1.518 2.234 -0.22 0.17 -0.15 0.4685
Mg 3.535 1.670 -5.181 1.15 0.54 -1.16 -0.1379
C 7.890 3.503 -6.396 -0.04 -0.17 0.23 0.0394
Cl 7.449 3.912 -8.078 0.70 -0.38 -0.17 -0.2081
Cl 7.138 4.652 -5.274 0.04 0.00 -0.08 -0.1292
Cl 7.450 1.857 -6.024 0.04 0.01 -0.02 -0.0252
H 8.964 3.596 -6.308 0.02 0.14 -0.08 0.3395
F -3.493 -3.993 3.721 -0.67 0.47 1.89 -0.5500
C -1.369 3.702 -0.858 -0.13 -0.09 0.00 -0.1350
Cl -1.841 4.063 0.797 0.04 -0.03 0.00 -0.1034
Cl 0.376 3.922 -1.108 0.01 0.06 0.03 -0.1826
H -1.620 2.670 -1.079 0.07 -0.03 0.04 0.0228
H -1.898 4.370 -1.526 0.06 0.07 -0.01 0.4201
O -2.423 -4.154 -3.260 0.03 0.16 0.36 -0.6711
H -3.015 -3.792 -2.581 -0.02 -0.10 -0.21 0.2918
C -4.318 4.909 3.411 0.30 -0.08 0.27 0.8638
O -3.425 4.724 4.224 -0.07 0.00 -0.09 -0.3687
O -4.200 5.505 2.313 -0.28 -0.02 0.03 -0.2728
O -5.509 4.533 3.526 0.00 0.11 -0.19 -0.2729
K 5.083 5.406 -7.760 -0.75 0.19 0.25 0.8012
Mg -4.112 -3.462 5.395 0.64 -0.59 -1.76 1.0287

---

2.
12
Properties=species:S:1:pos:R:3:forces:R:3:mulliken_charge:R:1 method="wB97M-V/def2-TZVPD" smiles="C=C[C@H]1CP1Cl" homo_energy_ev=-9.44 orbital_gap_ev=10.5410 e_above_lowest_ev=0.842 charge=0
C -1.211 -1.453 0.352 -0.22 -2.58 0.10 -0.6233
C -0.670 -0.279 0.269 3.09 1.77 -2.06 -0.4180
C 1.406 1.298 0.137 -3.46 1.20 3.55 -0.7932
C 0.900 0.020 -0.269 -4.46 -2.97 0.09 0.1628
P 2.295 -0.056 0.911 -0.55 -0.68 1.22 0.1108
Cl 3.779 -0.343 -0.426 0.93 -0.05 -0.73 -0.2512
H -2.272 -1.537 0.490 -0.44 0.04 0.16 0.2620
H -0.715 -2.445 0.247 0.00 1.06 0.19 0.2446
H -1.353 0.578 0.184 0.59 0.02 0.47 0.2443
H 1.884 1.945 -0.476 1.33 2.00 -1.78 0.3911
H 0.558 1.759 0.890 2.61 -0.56 -1.82 0.2387
H 0.947 -0.481 -1.255 0.59 0.75 0.60 0.4315

---

3.
121
Properties=species:S:1:pos:R:3:forces:R:3:mulliken_charge:R:1 method="wB97M-V/def2-TZVPD" homo_energy_ev=-5.73 orbital_gap_ev=7.7558 e_above_lowest_ev=0.509 charge=-1
Y 0.086 0.549 -0.291 0.01 -0.22 0.70 -1.6589
O 3.385 3.352 6.043 0.06 0.19 -0.22 -0.7441
C 3.974 3.345 4.943 0.32 -0.46 0.29 0.4014
O 5.132 3.677 4.627 -0.29 0.14 0.03 -0.7340
C 3.152 2.720 3.791 -0.10 0.14 -0.10 -1.5258
C 1.902 2.180 4.014 0.01 0.03 0.05 -0.9965
C 1.191 1.598 2.975 -0.01 -0.10 0.03 0.5987
N 1.658 1.536 1.715 -0.05 0.08 0.07 1.5866
C 2.870 2.076 1.500 -0.02 -0.02 -0.08 0.6959
C 3.636 2.655 2.501 0.06 0.01 -0.03 -1.2553
C 3.454 1.978 0.136 -0.02 -0.06 0.04 0.4316
C 4.433 2.878 -0.285 0.00 0.00 0.00 -0.7873
C 5.036 2.682 -1.511 0.04 0.04 0.02 -1.0470
C 4.659 1.588 -2.272 -0.01 -0.05 -0.04 -1.1263
C 3.647 0.775 -1.796 0.00 -0.04 0.05 -0.1991
N 3.032 0.968 -0.624 -0.05 0.15 -0.27 0.9922
C -0.125 0.964 3.260 -0.01 0.02 0.00 -0.1147
C -0.703 1.032 4.533 0.04 0.00 -0.03 -0.8312
C -1.896 0.383 4.767 -0.06 0.01 0.04 -1.3359
C -2.493 -0.320 3.733 -0.04 0.02 -0.04 -1.3182
C -1.872 -0.322 2.499 0.09 0.01 -0.02 -0.0136
N -0.715 0.311 2.262 -0.13 -0.08 -0.05 1.9247
H 1.540 2.226 5.030 0.00 -0.01 -0.02 0.7507
H 4.634 3.029 2.320 -0.01 0.01 0.00 0.7669
H 4.697 3.723 0.335 0.00 -0.03 -0.02 0.5198
H 5.795 3.370 -1.866 -0.03 0.00 0.02 0.4209
H 5.114 1.374 -3.231 -0.02 0.02 0.05 0.4943
H 3.305 -0.066 -2.386 0.00 0.04 0.04 0.2376
H -0.218 1.569 5.332 -0.02 0.01 -0.02 0.5368
H -2.349 0.417 5.751 0.01 0.00 -0.01 0.4568
H -3.412 -0.877 3.867 0.01 0.03 0.00 0.6350
H -2.297 -0.880 1.673 -0.03 0.05 -0.02 -0.1575
N -2.336 0.511 -3.195 0.02 -0.18 0.05 -0.2761
C -2.442 -0.952 -3.174 0.01 0.08 0.05 0.1059
C -3.349 -1.411 -2.036 -0.04 0.09 -0.09 -1.1318
C -2.673 -1.532 -0.673 0.04 0.12 0.02 0.3237
O -3.287 -2.094 0.244 0.11 0.09 -0.13 -0.7375
O -1.497 -1.037 -0.574 -0.06 -0.05 0.17 1.5919
H -3.133 0.931 -3.658 -0.04 -0.01 -0.01 0.2665
H -1.501 0.805 -3.688 0.02 -0.04 -0.01 0.0433
H -1.433 -1.338 -3.016 -0.08 0.00 0.00 -0.7157
H -2.806 -1.369 -4.121 -0.04 0.02 -0.05 0.5017
H -3.833 -2.367 -2.248 0.07 -0.05 -0.03 0.3597
H -4.163 -0.686 -1.921 0.00 -0.05 0.03 0.3307
C -1.164 -4.442 -1.750 0.04 0.01 -0.03 -0.9585
C 0.031 -5.355 -1.826 -0.07 -0.06 -0.02 1.3476
C 0.005 -6.486 -2.641 -0.05 0.02 0.01 -0.6243
C 1.075 -7.365 -2.710 0.01 -0.01 -0.01 -0.6756
C 2.214 -7.125 -1.954 -0.01 0.00 0.00 -0.7042
C 2.275 -5.994 -1.157 0.01 0.02 -0.01 -0.7232
C 1.197 -5.113 -1.089 0.01 0.00 0.05 -0.1874
N 1.286 -3.986 -0.238 0.09 0.00 0.08 0.5450
C 1.241 -2.663 -0.642 -0.06 0.15 0.05 -0.7163
N 1.296 -2.543 -1.991 -0.09 0.13 0.05 0.6744
C 1.286 -1.433 -2.883 0.12 -0.03 -0.06 -0.6245
C 0.880 -0.157 -2.496 -0.18 0.01 -0.13 1.4642
C 0.981 0.816 -3.507 -0.03 -0.02 -0.02 -0.4291
C 1.438 0.551 -4.790 -0.03 0.00 -0.03 -1.0138
C 1.813 -0.743 -5.121 0.02 -0.01 -0.03 -1.4254
C 1.745 -1.756 -4.177 0.00 0.04 0.04 1.7747
C 2.170 -3.155 -4.552 0.01 -0.06 0.03 -1.6764
N 1.186 -1.684 0.211 0.08 -0.20 -0.09 1.4422
C 1.097 -2.052 1.591 0.08 -0.05 -0.14 -0.7449
C -0.063 -2.659 2.077 0.07 -0.03 0.00 0.2816
C -0.195 -2.947 3.425 -0.04 -0.02 0.00 -0.8462
C 0.829 -2.618 4.304 0.00 0.00 0.01 -0.9902
C 1.988 -2.034 3.817 0.03 0.00 -0.04 -0.6776
C 2.154 -1.762 2.459 0.00 -0.02 0.05 0.8576
C 3.451 -1.191 1.956 0.03 0.04 0.01 -1.4533
H -2.085 -5.010 -1.883 0.00 -0.01 -0.01 0.6336
H -1.123 -3.677 -2.531 0.00 -0.03 0.05 0.1216
H -1.217 -3.918 -0.795 0.00 -0.04 -0.03 -0.1162
H -0.891 -6.684 -3.218 0.03 0.00 0.01 0.4236
H 1.015 -8.240 -3.346 0.00 0.04 0.02 0.4028
H 3.056 -7.806 -1.994 -0.03 0.03 0.00 0.3897
H 3.165 -5.769 -0.580 -0.04 -0.02 -0.02 0.4834
H 1.515 -4.140 0.728 -0.03 0.01 0.08 0.2538
H 1.473 -3.423 -2.443 0.02 -0.02 -0.05 -0.3369
H 0.701 1.840 -3.277 0.01 0.03 0.01 0.3784
H 1.498 1.344 -5.529 0.00 -0.03 0.02 0.4381
H 2.171 -0.977 -6.119 -0.01 0.02 0.02 0.2651
H 2.499 -3.187 -5.590 0.00 0.01 0.01 0.4266
H 1.354 -3.881 -4.451 0.01 0.02 0.00 0.2697
H 2.999 -3.515 -3.932 -0.02 0.02 -0.02 0.3411
H -0.879 -2.849 1.389 -0.01 0.01 0.00 0.4591
H -1.113 -3.396 3.788 0.06 0.02 -0.01 0.4304
H 0.725 -2.810 5.365 0.00 0.00 -0.02 0.4036
H 2.791 -1.775 4.499 -0.03 -0.01 -0.01 0.4417
H 3.894 -0.525 2.699 -0.01 -0.02 -0.01 0.4949
H 3.306 -0.643 1.029 -0.01 -0.05 0.02 -0.3254
H 4.172 -1.990 1.757 -0.02 -0.01 0.01 0.4300
N -0.167 7.763 -3.558 -0.01 -0.12 0.06 -0.6282
C -0.130 6.753 -3.004 0.02 0.08 -0.03 -0.1517
C -0.085 5.493 -2.312 -0.02 0.08 -0.04 0.5486
C 0.928 5.225 -1.396 -0.02 -0.05 0.01 -1.0200
C 0.968 3.989 -0.761 -0.06 0.07 -0.03 0.1180
C 0.026 2.969 -0.970 0.12 0.17 -0.10 0.9200
C -1.014 3.328 -1.855 -0.03 -0.11 -0.16 -0.0329
C -1.069 4.530 -2.542 0.02 0.04 0.16 -1.1359
H 1.680 5.979 -1.192 0.00 0.00 -0.01 0.4672
H 1.784 3.839 -0.065 0.04 -0.01 0.04 0.3834
H -1.812 2.613 -2.045 0.08 0.03 -0.04 -0.0045
H -1.868 4.738 -3.243 -0.01 0.01 0.00 0.4795
N -2.265 1.571 0.254 -0.07 0.02 -0.08 0.0611
C -3.243 2.139 0.470 0.00 0.14 -0.03 -0.1788
N -4.352 2.852 0.687 0.06 -0.21 -0.01 0.0239
C -5.577 2.048 0.879 0.10 0.11 -0.04 -0.8583
C -5.668 1.519 2.302 0.00 0.00 0.03 -0.0448
C -5.531 2.655 3.316 -0.05 0.02 0.03 -0.8911
C -4.251 3.457 3.080 0.02 -0.03 0.01 0.0684
C -4.191 3.964 1.647 0.03 -0.08 -0.08 -1.0246
H -5.563 1.239 0.151 -0.01 -0.01 -0.01 0.3927
H -6.422 2.699 0.644 -0.01 0.04 0.02 0.3720
H -4.864 0.793 2.445 0.06 -0.04 0.05 -0.1042
H -6.610 0.982 2.435 -0.01 0.03 0.00 0.4246
H -5.548 2.258 4.334 0.03 -0.01 -0.03 0.4145
H -6.397 3.324 3.228 0.02 -0.01 -0.01 0.3661
H -3.376 2.824 3.265 -0.01 -0.02 0.01 -0.1489
H -4.184 4.301 3.771 -0.02 0.00 -0.01 0.4330
H -3.247 4.458 1.427 0.01 0.00 0.00 0.4539
H -4.995 4.676 1.443 -0.04 -0.03 0.01 0.4048

---

4.
34
Properties=species:S:1:pos:R:3:forces:R:3:mulliken_charge:R:1 method="wB97M-V/def2-TZVPD" homo_energy_ev=-8.03 orbital_gap_ev=6.2159 charge=0
C 4.145 2.489 1.478 0.01 -0.60 -0.41 -1.0358
C 3.774 1.992 0.084 -0.39 0.63 0.65 0.4838
Cl 4.784 0.903 -0.787 -0.18 0.44 0.69 -0.1315
C 2.629 2.402 -0.465 0.35 -0.65 -1.56 -0.0967
Cl 2.145 1.874 -2.061 -0.25 0.48 0.77 -0.0967
N 1.738 3.321 0.177 1.33 -0.32 -0.57 0.2172
C 1.827 4.720 0.219 -0.78 -0.83 0.40 -0.2296
C 0.739 5.084 0.917 -0.02 1.76 -0.02 -0.4870
N 0.009 3.969 1.289 0.03 -0.13 0.05 -0.0327
C 0.668 2.919 0.828 0.60 -0.41 -0.42 0.4656
O 0.416 1.600 0.926 -1.49 1.13 0.00 -0.1849
C -0.901 1.425 1.118 -0.40 -1.97 0.87 0.3376
N -1.934 1.011 1.448 0.96 1.00 -0.59 -0.3303
H 3.702 1.816 2.226 0.43 -0.02 -0.15 0.2882
H 5.235 2.509 1.564 -0.28 0.05 0.23 0.3850
H 3.714 3.476 1.680 0.33 -0.13 -0.19 0.2872
H 2.610 5.317 -0.226 -0.06 -0.35 -0.02 0.4720
H 0.463 6.110 1.124 -0.33 -0.40 0.22 0.4382
H -0.864 3.926 1.802 0.05 0.11 -0.04 0.2562
C -1.084 -1.899 -2.076 -0.41 1.01 0.27 0.6679
F -0.208 -1.482 -2.995 0.18 -0.36 -0.18 -0.2360
F -0.648 -1.413 -0.893 0.11 -0.11 0.15 -0.2575
F -2.240 -1.269 -2.335 -0.01 -0.19 -0.04 -0.2481
S -1.277 -3.722 -2.047 0.42 -0.10 -0.42 0.9642
O 0.036 -4.211 -1.726 -0.03 0.14 0.33 -0.6423
O -1.760 -4.051 -3.356 -0.29 0.15 0.08 -0.6466
N -2.340 -3.757 -0.877 0.36 -0.57 -0.42 -0.2515
S -2.864 -5.194 -0.450 -0.38 -0.76 0.32 0.9598
O -1.914 -6.034 0.224 0.22 0.35 0.09 -0.6389
O -3.720 -5.855 -1.392 -0.07 0.36 -0.17 -0.6342
C -3.992 -4.615 0.876 -0.41 0.74 0.50 0.6648
F -4.936 -3.788 0.403 0.07 -0.12 -0.15 -0.2420
F -3.334 -3.939 1.833 0.14 -0.13 -0.09 -0.2451
F -4.618 -5.634 1.469 0.19 -0.20 -0.21 -0.2204